A:
{
  "formula": "C3H3N3O",
  "method": "the ωB97M-V functional and the def2-TZVPD basis",
  "elements": ["C", "N", "N", "C", "O", "C", "N", "H", "H", "H"],
  "xyz": [[-1.92636, 0.36642, 0.01442], [-0.68666, 0.56565, 0.02798], [0.02829, -0.51536, -0.03458], [1.36678, -0.60578, -0.03043], [2.04637, -1.61009, 0.00768], [2.02443, 0.77419, 0.14618], [2.49281, 1.83257, -0.07269], [-2.59411, 1.23219, -0.04303], [-2.39404, -0.60510, 0.02118], [-0.35750, -1.43469, -0.03672]],
  "nbo_charge": [-0.113, -0.189, -0.417, 0.614, -0.529, 0.158, -0.255, 0.198, 0.154, 0.379],
  "e_homo_ha": -0.3841,
  "smiles": "C=NNC(=O)C#N",
  "orbital_gap_ha": 0.383,
  "spin_multiplicity": 1,
  "lumo_ev": -0.019
}



B:
{
  "formula": "C3H3N3O",
  "method": "the ωB97M-V functional and the def2-TZVPD basis",
  "elements": ["O", "C", "N", "C", "C", "N", "N", "H", "H", "H"],
  "xyz": [[-1.54160, -1.87243, -0.00831], [-0.69839, -1.07222, 0.29896], [-1.00262, 0.08496, 1.01983], [-0.43268, 1.12946, 0.53211], [0.68196, 1.03451, -0.39106], [1.24069, -0.09954, -0.66231], [0.62491, -1.17779, -0.14091], [-0.82329, 2.10025, 0.83617], [1.11630, 1.91100, -0.84973], [0.83471, -2.03820, -0.63475]],
  "nbo_charge": [-0.549, 0.723, -0.417, 0.078, -0.092, -0.139, -0.428, 0.203, 0.214, 0.409],
  "e_homo_ha": -0.3698,
  "smiles": "O=c1nccn[nH]1",
  "orbital_gap_ha": 0.353,
  "spin_multiplicity": 1,
  "lumo_ev": -0.452
}



B comes first in stability; the runner-up is 103.4 kJ/mol higher.



A:
{
  "formula": "C3H3N3O",
  "method": "the ωB97M-V functional and the def2-TZVPD basis",
  "elements": ["N", "C", "C", "C", "O", "H", "H", "H", "N", "N"],
  "xyz": [[-1.24728, -1.41704, -0.95053], [-1.13166, -0.26063, -0.60761], [-1.03201, 0.97686, -0.13866], [0.07672, 1.30309, 0.76245], [0.86370, 0.49545, 1.21122], [-0.75910, -1.73730, -1.78335], [-1.74331, 1.73407, -0.44815], [0.16807, 2.37853, 1.00972], [2.09398, -1.83556, 0.02718], [2.71089, -1.63745, 0.91773]],
  "nbo_charge": [-0.593, 0.535, -0.577, 0.409, -0.556, 0.404, 0.256, 0.119, -0.022, 0.024],
  "e_homo_ha": -0.3557,
  "smiles": "N=C=CC=O.N#N",
  "orbital_gap_ha": 0.375,
  "spin_multiplicity": 1,
  "lumo_ev": 0.525
}



B:
{
  "formula": "C3H3N3O",
  "method": "the ωB97M-V functional and the def2-TZVPD basis",
  "elements": ["O", "C", "N", "C", "C", "N", "N", "H", "H", "H"],
  "xyz": [[-1.21210, -2.12207, -1.45836], [-0.51490, -1.71691, -0.59750], [-0.31640, -0.29770, -0.25889], [0.54025, 0.19984, 0.63017], [0.56293, 1.56046, 0.51081], [-0.29227, 1.82107, -0.51517], [-0.80673, 0.78685, -0.96727], [0.17739, -2.20282, 0.04656], [0.92116, -0.35201, 1.42327], [0.94066, 2.32330, 1.18639]],
  "nbo_charge": [-0.453, 0.577, -0.286, -0.057, -0.138, -0.194, -0.022, 0.124, 0.218, 0.230],
  "e_homo_ha": -0.3767,
  "smiles": "O=Cn1ccnn1",
  "orbital_gap_ha": 0.380,
  "spin_multiplicity": 1,
  "lumo_ev": 0.081
}



A comes first in stability; the runner-up is 114.8 kJ/mol higher.



A:
{
  "formula": "C3H3N3O",
  "method": "the ωB97M-V functional and the def2-TZVPD basis",
  "elements": ["O", "C", "N", "C", "N", "C", "N", "H", "H", "H"],
  "xyz": [[3.00633, -0.11233, 0.20539], [1.93053, -0.64460, 0.25603], [0.66333, 0.00439, 0.06841], [-0.82925, 1.54226, -0.67701], [-1.69212, 0.76836, -0.36508], [-1.50471, -0.49063, 0.15363], [-0.27107, -0.84867, 0.33112], [1.80926, -1.72450, 0.48504], [-0.75911, 2.61314, -0.83436], [-2.35318, -1.10742, 0.37681]],
  "nbo_charge": [-0.536, 0.520, -0.383, 0.288, -0.343, 0.029, -0.148, 0.118, 0.246, 0.209],
  "e_homo_ha": [-0.3328, -0.3328],
  "orbital_gap_ha": [0.308, 0.308],
  "spin_multiplicity": 1,
  "lumo_ev": [-0.681, -0.680]
}



B:
{
  "formula": "C3H3N3O",
  "method": "the ωB97M-V functional and the def2-TZVPD basis",
  "elements": ["H", "N", "C", "N", "C", "C", "N", "O", "H", "H"],
  "xyz": [[0.23462, -2.49578, 1.28157], [-0.63554, -2.40865, 0.57825], [-0.55954, -1.12188, 0.13939], [0.58205, -0.40475, 0.64796], [0.75507, 0.84438, 0.38291], [0.00296, 1.45037, -0.70636], [-0.89844, 0.67444, -1.12930], [-1.51104, -0.36052, -0.47145], [1.71969, 1.52449, 0.66911], [0.31017, 2.29791, -1.39207]],
  "nbo_charge": [0.371, -0.627, 0.588, -0.439, 0.078, -0.046, -0.075, -0.292, 0.201, 0.241],
  "e_homo_ha": -0.3552,
  "smiles": "[H]/N=c1\\nccno1",
  "orbital_gap_ha": 0.319,
  "spin_multiplicity": 1,
  "lumo_ev": -0.989
}



C:
{
  "formula": "C3H3N3O",
  "method": "the ωB97M-V functional and the def2-TZVPD basis",
  "elements": ["O", "C", "N", "N", "C", "C", "N", "H", "H", "H"],
  "xyz": [[0.53826, -0.92832, -1.16020], [0.97185, -0.49302, 0.69162], [1.18391, 0.81960, 0.68961], [-0.04015, 1.45390, 0.20596], [-0.91219, 0.61536, -0.18040], [-0.52879, -0.90727, -0.38984], [0.03185, -1.19127, 1.08773], [1.98993, 1.19431, 0.20478], [-1.85395, 1.01375, -0.54561], [-1.38071, -1.57704, -0.60364]],
  "nbo_charge": [-0.684, 0.664, -0.480, -0.206, 0.041, 0.214, -0.373, 0.418, 0.228, 0.178],
  "e_homo_ha": -0.3527,
  "orbital_gap_ha": 0.328,
  "spin_multiplicity": 1,
  "lumo_ev": -0.676
}



D:
{
  "formula": "C3H3N3O",
  "method": "the ωB97M-V functional and the def2-TZVPD basis",
  "elements": ["H", "N", "N", "C", "C", "C", "O", "N", "H", "H"],
  "xyz": [[-1.38783, 1.00372, -0.31092], [-0.73246, 1.77200, -0.56846], [0.44735, 1.43075, -0.53024], [0.83270, 0.07962, -0.13541], [-0.14688, -0.94197, 0.25564], [-1.41220, -0.81975, 0.61380], [-2.52976, -0.80204, 0.94327], [2.06769, -0.20462, -0.16913], [2.58096, 0.61835, -0.49426], [0.23004, -1.95842, 0.29667]],
  "nbo_charge": [0.271, -0.229, -0.140, 0.334, -0.631, 0.719, -0.425, -0.563, 0.358, 0.307],
  "e_homo_ha": -0.3625,
  "smiles": "[H]/N=N\\C(C=C=O)=N/[H]",
  "orbital_gap_ha": 0.344,
  "spin_multiplicity": 1,
  "lumo_ev": -0.501
}



D comes first in stability; the runner-up is 89.3 kJ/mol higher.



A:
{
  "formula": "C3H11N4",
  "method": "the ωB97M-V functional and the def2-TZVPD basis",
  "elements": ["N", "C", "N", "H", "H", "H", "H", "H", "C", "N", "C", "N", "H", "H", "H", "H", "H", "H"],
  "xyz": [[0.38714, -2.45034, -0.23729], [0.70213, -1.72909, -1.29538], [0.42831, -2.08926, -2.52697], [-0.35070, -3.12303, -0.37158], [0.74163, -2.12594, 0.64431], [1.36736, -0.88721, -1.19099], [0.76068, -1.56502, -3.31762], [-0.29409, -2.77185, -2.68261], [0.06544, 2.37236, 2.27533], [0.04117, 2.01264, 0.86501], [-0.89722, 1.19561, 0.35940], [-0.69002, 0.45439, -0.69180], [0.67602, 3.25344, 2.44683], [-0.95086, 2.58009, 2.60380], [0.47161, 1.54863, 2.86574], [0.92180, 1.88253, 0.38870], [-1.77326, 1.07162, 1.00135], [-1.60715, 0.37042, -1.13624]],
  "nbo_charge": [-0.715, 0.438, -0.711, 0.419, 0.439, 0.245, 0.441, 0.412, -0.417, -0.562, 0.332, -0.868, 0.226, 0.218, 0.190, 0.391, 0.162, 0.359],
  "e_homo_ha": -0.4558,
  "charge": 1,
  "orbital_gap_ha": 0.340,
  "spin_multiplicity": 1,
  "lumo_ev": -3.150
}



B:
{
  "formula": "C3H11N4",
  "method": "the ωB97M-V functional and the def2-TZVPD basis",
  "elements": ["C", "C", "C", "N", "N", "N", "N", "H", "H", "H", "H", "H", "H", "H", "H", "H", "H", "H"],
  "xyz": [[0.55904, 1.38448, 0.37664], [0.29820, 2.09934, -0.95177], [-0.37745, -0.31985, 1.47513], [1.01942, 1.90614, 1.42718], [-1.16950, -1.35705, 1.60961], [0.07666, -2.10054, -1.14998], [-0.01434, 0.13063, 0.30252], [0.22914, 1.30220, -1.71326], [-0.76917, 2.67892, -0.88354], [1.07393, 2.89728, -1.17574], [-0.10376, 0.15841, 2.38609], [1.28036, 2.95378, 1.52789], [0.12023, -2.40287, -2.10172], [-1.45478, -1.88719, 0.85269], [-1.45444, -1.48661, 2.55137], [1.03665, -2.31425, -0.80082], [-0.45950, -2.67224, -0.58309], [0.05002, -0.49109, -0.60106]],
  "nbo_charge": [0.437, -0.687, 0.422, -0.678, -0.688, -1.059, -0.613, 0.213, 0.258, 0.257, 0.257, 0.409, 0.409, 0.409, 0.431, 0.388, 0.361, 0.475],
  "e_homo_ha": -0.5038,
  "charge": 1,
  "orbital_gap_ha": 0.367,
  "spin_multiplicity": 1,
  "lumo_ev": -3.730
}



C:
{
  "formula": "C3H11N4",
  "method": "the ωB97M-V functional and the def2-TZVPD basis",
  "elements": ["C", "C", "N", "N", "H", "H", "H", "H", "H", "H", "H", "N", "C", "N", "H", "H", "H", "H"],
  "xyz": [[0.63106, -1.12405, 1.33529], [1.65410, -0.72167, 0.57566], [1.35632, -0.14562, -0.72963], [0.73136, -1.61498, 2.61625], [-0.37285, -1.03590, 0.93744], [2.69232, -0.75709, 0.86604], [1.75867, -0.65581, -1.51593], [0.29015, -0.11785, -0.96362], [1.67887, 0.80598, -0.82834], [1.63721, -1.97777, 2.83976], [0.04068, -2.32299, 2.82629], [-1.46102, 2.29427, -0.67498], [-1.86521, 1.23524, -1.41624], [-1.26302, 0.09959, -1.40074], [-0.91739, 2.10292, 0.15784], [-2.13621, 3.02982, -0.51496], [-2.71694, 1.42906, -2.06330], [-1.73812, -0.52315, -2.04683]],
  "nbo_charge": [0.049, -0.207, -0.719, -0.765, 0.214, 0.222, 0.422, 0.457, 0.416, 0.386, 0.395, -0.784, 0.341, -0.805, 0.393, 0.412, 0.189, 0.383],
  "e_homo_ha": -0.4690,
  "charge": 1,
  "orbital_gap_ha": 0.368,
  "spin_multiplicity": 1,
  "lumo_ev": -2.747
}



C comes first in stability; the runner-up is 22.1 kJ/mol higher.



A:
{
  "formula": "C3H11N4",
  "method": "the ωB97M-V functional and the def2-TZVPD basis",
  "elements": ["C", "N", "C", "N", "H", "H", "H", "H", "H", "H", "N", "C", "N", "H", "H", "H", "H", "H"],
  "xyz": [[-2.34079, 0.58623, -1.46425], [-0.98483, 0.50259, -0.82256], [-0.42920, 1.62743, -0.31325], [0.81215, 1.63666, 0.08883], [-2.70686, -0.45088, -1.49908], [-2.98956, 1.18933, -0.79554], [-2.32058, 1.02794, -2.48417], [-0.30674, -0.01270, -1.36976], [-1.15142, 2.46713, -0.23436], [1.11083, 2.62030, 0.21651], [2.36978, -1.60203, 0.44772], [1.57144, -1.05623, 1.38136], [0.43169, -1.59158, 1.70536], [2.01237, -2.28516, -0.20517], [3.26623, -1.18133, 0.22704], [1.78420, -0.07872, 1.79587], [-0.24244, -0.98300, 2.09477], [0.11371, -2.41599, 1.23068]],
  "nbo_charge": [-0.420, -0.625, 0.300, -0.799, 0.215, 0.216, 0.209, 0.387, 0.167, 0.365, -0.724, 0.423, -0.687, 0.419, 0.442, 0.261, 0.436, 0.415],
  "e_homo_ha": -0.4607,
  "charge": 1,
  "orbital_gap_ha": 0.330,
  "spin_multiplicity": 1,
  "lumo_ev": -3.569
}



B:
{
  "formula": "C3H11N4",
  "method": "the ωB97M-V functional and the def2-TZVPD basis",
  "elements": ["C", "C", "C", "N", "N", "N", "N", "H", "H", "H", "H", "H", "H", "H", "H", "H", "H", "H"],
  "xyz": [[2.77892, 0.19775, -0.44991], [-1.22329, -0.81213, 0.17764], [-0.79408, 0.53201, -0.09641], [2.94431, -0.78481, 0.33663], [-2.60305, -1.04489, 0.26160], [-1.78788, 1.47960, -0.14123], [0.51273, 0.86987, -0.20818], [2.40220, 0.06747, -1.46257], [-0.72313, -1.45619, -0.54471], [-0.86372, -1.20579, 1.22568], [3.01663, -1.74007, -0.00435], [-3.15365, -1.10434, 1.18388], [-3.26081, -1.12416, -0.49243], [-1.61390, 2.41372, -0.33227], [-2.69308, 1.35230, 0.10770], [3.38055, -0.64009, 1.32562], [2.86987, 1.27052, -0.28750], [0.81137, 1.72922, -0.59919]],
  "nbo_charge": [0.151, -0.301, 0.501, -0.647, -0.887, -0.753, -0.835, 0.239, 0.223, 0.246, 0.436, 0.400, 0.394, 0.394, 0.407, 0.442, 0.238, 0.354],
  "e_homo_ha": -0.4580,
  "charge": 1,
  "orbital_gap_ha": 0.315,
  "spin_multiplicity": 1,
  "lumo_ev": -3.884
}



C:
{
  "formula": "C3H11N4",
  "method": "the ωB97M-V functional and the def2-TZVPD basis",
  "elements": ["N", "C", "N", "H", "H", "H", "H", "H", "C", "N", "C", "N", "H", "H", "H", "H", "H", "H"],
  "xyz": [[-1.10056, 0.06444, -1.65761], [0.04475, 0.58919, -1.97214], [0.29963, 1.41196, -2.96220], [-1.96309, 0.27629, -2.13143], [-1.17387, -0.48782, -0.81081], [0.89626, 0.34803, -1.34950], [1.24011, 1.72585, -3.11265], [-0.35594, 1.53879, -3.71809], [0.97801, 0.56883, 1.26349], [0.44154, -0.78019, 1.32105], [-0.50314, -1.19238, 2.22136], [-0.88345, -2.40583, 2.23478], [1.95874, 0.54319, 0.79394], [0.33466, 1.23194, 0.67797], [1.06173, 1.01109, 2.25598], [1.06649, -1.50865, 1.00580], [-0.85589, -0.40569, 2.89233], [-1.48599, -2.52904, 3.04773]],
  "nbo_charge": [-0.695, 0.401, -0.704, 0.429, 0.458, 0.232, 0.439, 0.427, -0.417, -0.667, 0.258, -0.673, 0.210, 0.165, 0.220, 0.406, 0.158, 0.353],
  "e_homo_ha": -0.4505,
  "charge": 1,
  "orbital_gap_ha": 0.313,
  "spin_multiplicity": 1,
  "lumo_ev": -3.748
}



D:
{
  "formula": "C3H11N4",
  "method": "the ωB97M-V functional and the def2-TZVPD basis",
  "elements": ["N", "C", "N", "H", "H", "H", "H", "H", "C", "C", "N", "N", "H", "H", "H", "H", "H", "H"],
  "xyz": [[-0.53173, -3.19899, -0.27098], [-0.66356, -1.92458, -0.65355], [-1.46147, -1.03885, -0.15564], [-0.98057, -3.58805, 0.57853], [0.15698, -3.78088, -0.67068], [0.07650, -1.59403, -1.40945], [-1.31570, -0.03058, -0.39977], [-2.06765, -1.28194, 0.59931], [1.32136, 1.40453, 0.22678], [-0.02923, 1.64285, 0.23619], [-0.85416, 1.54773, -0.93488], [2.18327, 1.75431, 1.36622], [1.81984, 1.06680, -0.67201], [-0.52986, 2.00656, 1.16751], [-0.25180, 1.69709, -1.74305], [-1.49773, 2.36569, -0.95104], [2.92182, 1.09299, 1.45114], [1.70367, 1.85934, 2.23536]],
  "nbo_charge": [-0.731, 0.399, -0.700, 0.426, 0.429, 0.223, 0.466, 0.411, -0.048, -0.155, -0.864, -0.793, 0.192, 0.207, 0.389, 0.402, 0.373, 0.375],
  "e_homo_ha": -0.4175,
  "charge": 1,
  "orbital_gap_ha": 0.299,
  "spin_multiplicity": 1,
  "lumo_ev": -3.213
}



A comes first in stability; the runner-up is 10.2 kJ/mol higher.



A:
{
  "formula": "C2H4O4",
  "method": "the ωB97M-V functional and the def2-TZVPD basis",
  "elements": ["O", "C", "O", "H", "H", "O", "C", "O", "H", "H"],
  "xyz": [[-1.37602, 1.68425, 2.07690], [-1.22303, 1.14170, 0.89623], [-2.33684, 0.76999, 0.25541], [-0.21484, 1.09066, 0.39691], [-2.57990, -0.09494, 0.65755], [2.85914, -1.16806, -1.13323], [1.80690, -0.60849, -0.97328], [0.76757, -1.19600, -0.38535], [1.60151, 0.48801, -0.99659], [0.69552, -2.10712, -0.79455]],
  "nbo_charge": [-0.554, 0.614, -0.705, 0.136, 0.506, -0.545, 0.639, -0.704, 0.110, 0.503],
  "e_homo_ha": -0.3944,
  "smiles": "O=CO.O=CO",
  "orbital_gap_ha": 0.405,
  "spin_multiplicity": 1,
  "lumo_ev": 0.295
}



B:
{
  "formula": "C2H4O4",
  "method": "the ωB97M-V functional and the def2-TZVPD basis",
  "elements": ["O", "C", "O", "H", "H", "O", "C", "O", "H", "H"],
  "xyz": [[-0.72305, 0.16899, -0.65911], [-1.92090, 0.11631, -0.44179], [-2.72722, 1.11890, 0.18388], [-2.65038, -0.68556, -0.67099], [-2.13373, 1.90360, 0.33889], [1.79017, -1.84859, 0.53273], [2.35680, -0.78445, 0.42611], [1.81788, 0.34343, -0.16817], [3.30929, -0.49834, 0.91454], [0.88113, 0.16571, -0.45613]],
  "nbo_charge": [-0.604, 0.690, -0.690, 0.143, 0.494, -0.584, 0.647, -0.721, 0.113, 0.513],
  "e_homo_ha": -0.3845,
  "smiles": "O=CO.O=CO",
  "orbital_gap_ha": 0.404,
  "spin_multiplicity": 1,
  "lumo_ev": 0.537
}



C:
{
  "formula": "C2H4O4",
  "method": "the ωB97M-V functional and the def2-TZVPD basis",
  "elements": ["C", "C", "O", "O", "O", "O", "H", "H", "H", "H"],
  "xyz": [[-0.39896, 1.73200, 0.14386], [0.47259, -1.60146, -0.15088], [-1.08229, 2.80545, 0.30135], [-0.35107, 1.29719, -1.11838], [0.70257, -2.87075, -0.32974], [0.53571, -1.29046, 1.15051], [-1.30521, 3.17386, -0.68640], [-0.00753, 0.43102, -1.19591], [0.87845, -3.26343, 0.57567], [0.55574, -0.41341, 1.30991]],
  "nbo_charge": [0.381, 0.392, -0.648, -0.728, -0.651, -0.709, 0.459, 0.520, 0.476, 0.510],
  "e_homo_ha": -0.3418,
  "orbital_gap_ha": 0.372,
  "spin_multiplicity": 1,
  "lumo_ev": 0.832
}



B comes first in stability; the runner-up is 125.5 kJ/mol higher.